{
  "formula": "CH3NOS",
  "method": "ωB97M-V/def2-TZVPD",
  "e_above_lowest_kcal_mol": 71.5,
  "total_charge": 0,
  "symbols": ["C", "N", "O", "S", "H", "H", "H"],
  "coordinates": [[-0.1773, 0.3795, -0.2418], [1.3460, -0.4977, -0.2117], [-2.6638, 0.4491, 0.1173], [-1.5212, -0.4671, 0.1043], [-0.0455, 1.4290, -0.3859], [1.9509, 0.0710, 0.3678], [1.1109, -1.3638, 0.2500]],
  "lowdin_charge": [-0.341, -0.016, -0.589, 0.872, 0.045, 0.023, 0.006]
}

---

{
  "formula": "C14H19N3O4",
  "method": "ωB97M-V/def2-TZVPD",
  "e_above_lowest_kcal_mol": 125.1,
  "total_charge": 0,
  "smiles": "NC(=O)CC[C@H](N)C(=O)N[C@@H](Cc1ccccc1)C(=O)O",
  "symbols": ["N", "C", "O", "C", "C", "C", "N", "C", "O", "N", "C", "C", "C", "C", "C", "C", "C", "C", "C", "O", "O", "H", "H", "H", "H", "H", "H", "H", "H", "H", "H", "H", "H", "H", "H", "H", "H", "H", "H", "H"],
  "coordinates": [[-5.3858, -0.0973, 4.1750], [-4.4816, -0.2748, 3.1252], [-4.9739, -0.0848, 1.9964], [-3.0210, -0.4622, 3.3030], [-2.3308, 0.1394, 2.0661], [-0.7537, 0.1967, 2.1646], [-0.6938, 1.2023, 3.2438], [-0.2263, 0.5552, 0.7220], [0.1079, 1.7292, 0.3211], [-0.3392, -0.5086, -0.1311], [0.4799, -0.4492, -1.3478], [1.8563, -0.7302, -1.0112], [2.9852, -0.3045, -1.9643], [3.5083, 0.9703, -1.7714], [4.4084, 1.4339, -2.7524], [4.6876, 0.7309, -3.9501], [3.9293, -0.5341, -4.2280], [3.1425, -0.9929, -3.2170], [-0.2583, -1.2354, -2.3598], [0.0631, -2.0697, -3.1772], [-1.5272, -0.6925, -2.4810], [-5.0030, 0.3937, 5.0055], [-6.3019, 0.1897, 3.7267], [-2.7357, -1.5313, 3.4660], [-2.7495, 0.3180, 4.1240], [-2.8653, 1.1200, 1.6755], [-2.5793, -0.4582, 1.3435], [-0.4103, -0.8183, 2.5265], [-0.8622, 2.0795, 2.6313], [0.3637, 1.0970, 3.3428], [-0.7859, -1.4919, 0.1702], [0.4573, 0.7113, -1.4324], [2.2410, -1.8776, -0.8841], [2.0773, -0.4884, 0.0719], [3.4305, 1.5978, -0.8106], [4.7026, 2.4072, -2.6434], [5.1512, 1.2295, -4.8625], [4.0431, -1.2036, -5.1039], [2.4598, -1.8791, -3.2469], [-1.8102, 0.0829, -1.8260]],
  "lowdin_charge": [0.113, -0.528, 0.007, -0.111, -0.192, -0.309, 0.019, -0.381, 0.011, 0.054, -0.280, -0.146, -0.217, -0.046, -0.103, -0.048, -0.066, -0.072, -0.436, 0.132, 0.046, 0.106, 0.132, 0.144, 0.140, 0.180, 0.025, 0.158, 0.119, 0.103, 0.234, 0.190, 0.175, 0.134, 0.143, 0.061, 0.110, 0.107, 0.112, 0.182]
}

---

{
  "formula": "C3H7IOS2",
  "method": "ωB97M-V/def2-TZVPD",
  "e_above_lowest_kcal_mol": 1.7,
  "total_charge": 0,
  "smiles": "CC(C)[S@@](=O)(=S)I",
  "symbols": ["C", "C", "C", "S", "O", "S", "I", "H", "H", "H", "H", "H", "H", "H"],
  "coordinates": [[-1.2238, 0.3475, 1.0698], [-0.1378, 0.4150, -0.0027], [-0.3694, 0.0430, -1.4358], [1.3018, -0.7252, 0.5016], [1.5438, -0.7296, 1.9386], [1.2159, -2.3628, -0.5378], [3.1739, 0.6790, -0.3109], [-0.8312, 0.1741, 1.9961], [-1.7828, 1.2313, 1.0466], [-1.9964, -0.4840, 0.7652], [0.4164, 1.4279, 0.1241], [-0.9322, -0.8895, -1.5718], [0.5717, -0.0375, -1.8760], [-0.9498, 0.9105, -1.7070]],
  "lowdin_charge": [-0.074, -0.558, -0.183, -0.010, -0.506, 0.284, 0.545, 0.032, 0.061, 0.134, 0.103, 0.075, 0.003, 0.093]
}

---

{
  "formula": "C4H7NS2",
  "method": "ωB97M-V/def2-TZVPD",
  "e_above_lowest_kcal_mol": 26.4,
  "total_charge": 0,
  "smiles": "N[C@@H]1[C@H]2SCS[C@@H]12",
  "symbols": ["N", "C", "C", "S", "C", "S", "C", "H", "H", "H", "H", "H", "H", "H"],
  "coordinates": [[1.2571, -2.4118, -0.9447], [0.3506, -1.4288, -0.3946], [0.5240, 0.0189, -0.9467], [-0.9714, 1.0941, -1.1010], [-0.7867, 1.5416, 0.6512], [-0.1501, 0.2495, 1.7113], [0.9329, -0.3337, 0.4662], [1.0525, -2.6580, -1.9359], [1.4246, -3.2420, -0.4345], [-0.7284, -1.6479, -0.1282], [1.2327, 0.3456, -1.6834], [-1.8113, 1.7930, 1.0247], [-0.1972, 2.4312, 0.6479], [2.0469, -0.4257, 0.7023]],
  "lowdin_charge": [0.033, -0.388, -0.498, 0.817, -0.804, 0.866, -0.600, 0.095, 0.053, 0.137, 0.087, 0.045, 0.017, 0.138]
}

---

{
  "formula": "C5H7N3",
  "method": "ωB97M-V/def2-TZVPD",
  "e_above_lowest_kcal_mol": 122.6,
  "total_charge": 0,
  "smiles": "[H]/N=C1/N=CN2[C@H]1[C@@H]2C",
  "symbols": ["H", "N", "C", "N", "C", "N", "C", "C", "C", "H", "H", "H", "H", "H", "H"],
  "coordinates": [[2.8978, -1.4388, 0.3878], [2.6535, -0.5825, -0.3370], [1.5722, 0.0743, -0.1089], [1.0316, 1.1975, -0.7889], [0.2851, 1.6670, 0.1543], [-0.0835, 0.7228, 1.1248], [0.5143, -0.4829, 0.8712], [-1.0086, -0.1807, 0.5117], [-1.5044, -0.4709, -0.8662], [-0.1241, 2.6215, -0.0509], [0.9888, -0.7555, 1.7337], [-1.8426, -0.5217, 1.1684], [-2.6339, -0.2171, -1.1327], [-0.9319, -0.0894, -1.7423], [-1.8143, -1.5434, -0.9252]],
  "lowdin_charge": [0.121, 0.104, -0.423, 0.144, -0.117, -0.057, -0.124, -0.209, -0.088, 0.122, 0.107, 0.142, 0.111, 0.081, 0.087]
}

---

{
  "formula": "C4H8N2",
  "method": "ωB97M-V/def2-TZVPD",
  "e_above_lowest_kcal_mol": 20.1,
  "total_charge": 0,
  "smiles": "CN(C)CC#N",
  "symbols": ["C", "N", "C", "C", "C", "N", "H", "H", "H", "H", "H", "H", "H", "H"],
  "coordinates": [[-0.4010, 1.3386, 0.2601], [-0.4533, 0.0459, -0.4016], [-1.2091, -0.9420, 0.3458], [0.8315, -0.4170, -0.8839], [1.9876, -0.1445, 0.0082], [2.8828, 0.1264, 0.6890], [-1.3993, 1.5886, 0.6298], [-0.0939, 2.1169, -0.4472], [0.2948, 1.3578, 1.1168], [-0.8244, -1.1379, 1.3615], [-1.2259, -1.8849, -0.2104], [-2.2446, -0.5949, 0.4314], [1.0637, 0.0450, -1.8511], [0.7912, -1.4979, -1.0483]],
  "lowdin_charge": [-0.105, -0.285, -0.105, -0.196, -0.210, 0.142, 0.084, 0.091, 0.081, 0.091, 0.083, 0.085, 0.125, 0.119]
}